*w*
The molecule C2H2O2S, computed with ωB97M-V with the def2-TZVPD basis set.

```
7
C2H2O2S ωB97M-V with the def2-TZVPD basis set
C -0.27444 -0.01714 -0.08002
C 1.14810 0.10654 0.04211
O -2.87482 -0.27798 -0.05227
O 0.41637 -1.16475 -0.04812
S -1.68618 0.77772 -0.10881
H 1.58550 0.30674 -0.82397
H 1.68547 0.26886 1.07107
```

- Lowest unoccupied orbital energy: -0.01 eV
- Orbital gap: 0.3367 Eh
- E_HOMO: -9.176 eV



*x*
The molecule C2H2O2S, computed with ωB97M-V with the def2-TZVPD basis set.

```
7
C2H2O2S ωB97M-V with the def2-TZVPD basis set
O 1.17335 -1.14859 0.01879
C 0.88336 0.03861 -0.10276
C -0.33667 0.59140 -0.23088
O -0.36988 1.77347 0.02823
S -1.69499 -0.50958 0.02532
H 1.51364 0.88463 0.49711
H -1.16880 -1.62992 -0.23582
```

- Lowest unoccupied orbital energy: -1.46 eV
- Orbital gap: 0.3375 Eh
- E_HOMO: -10.647 eV



Least stable of them? *w*.



*w*
A cluster of 2 separate species, C9H13NO2 in total, computed with ωB97M-V with the def2-TZVPD basis set.

```
25
C9H13NO2 ωB97M-V with the def2-TZVPD basis set
C 1.06318 -1.33321 -0.41969
C 1.80881 -0.38423 -0.50236
C 2.69375 0.73814 -0.51054
C 3.80360 0.78629 0.50491
C 2.51179 1.76717 -1.35583
C 3.43122 2.95928 -1.42927
H 0.33758 -2.12679 -0.33458
H 3.85144 -0.12395 1.10988
H 3.67760 1.64097 1.18021
H 4.78882 0.92576 0.00305
H 1.67309 1.72566 -2.04598
H 4.24852 2.89163 -0.69700
H 2.87610 3.89876 -1.23810
H 3.87098 3.08766 -2.42758
C -2.65023 -2.68306 0.26131
C -2.66637 -1.26193 0.75928
O -1.71876 -0.50667 0.80108
C -4.01611 -0.74150 1.09917
N -4.99910 -1.49381 1.44040
O -6.20442 -0.84680 1.52609
H -3.44216 -3.24058 0.76942
H -1.68972 -3.16917 0.44729
H -2.81521 -2.66376 -0.83613
H -4.13220 0.34789 1.07207
H -6.30221 -0.19376 0.82288
```

- Lowest unoccupied orbital energy: -0.13 eV
- Orbital gap: 0.3050 Eh
- E_HOMO: -8.431 eV



*x*
A cluster of 2 separate species, C9H13NO2 in total, computed with ωB97M-V with the def2-TZVPD basis set.

```
25
C9H13NO2 ωB97M-V with the def2-TZVPD basis set
C -0.32455 -2.22804 2.67729
C 0.29235 -1.76596 1.36198
C -0.42698 -2.08528 0.17603
C -0.00792 -1.59103 -1.03620
C 1.06462 -0.69047 -1.08251
O 1.47828 -0.21320 -2.30533
C 1.78160 -0.39017 0.04863
C 1.33758 -0.85560 1.29382
H 0.23464 -1.85465 3.53224
H -0.22488 -3.31376 2.74344
H -1.37052 -1.93644 2.71477
H -1.31213 -2.67413 0.34238
H -0.53846 -1.85367 -1.94136
H 0.72718 0.27743 -2.68243
H 2.59536 0.31516 -0.03673
H 1.69690 -0.37632 2.19564
C -2.30317 2.80755 0.20577
C -1.11228 2.05048 -0.36718
N 0.08757 2.53988 0.12729
O -1.16822 1.27557 -1.29552
H -2.56124 2.27889 1.12771
H -3.12412 2.74741 -0.51043
H -2.20703 3.86376 0.43470
H 0.95568 2.22514 -0.29284
H 0.17428 2.77456 1.09656
```

- Lowest unoccupied orbital energy: 0.69 eV
- Orbital gap: 0.3346 Eh
- E_HOMO: -8.409 eV



*y*
A cluster of 2 separate species, C9H13NO2 in total, computed with ωB97M-V with the def2-TZVPD basis set.

```
25
C9H13NO2 ωB97M-V with the def2-TZVPD basis set
C 0.27467 -3.35951 2.18634
C -0.49087 -2.34267 1.32805
C -1.88760 -2.03367 1.54347
C -2.49296 -0.88939 1.17549
C -1.59347 -0.03950 0.39200
O -2.24539 1.01774 -0.25680
C -0.25257 -0.32111 0.07891
C 0.27387 -1.49964 0.63722
H 0.17654 -3.06715 3.22856
H 1.36155 -3.29697 1.92618
H -0.25499 -4.34550 1.96757
H -2.45419 -2.96545 2.03306
H -3.50333 -0.66591 1.25735
H -1.61923 1.84621 -0.13944
H 0.21638 0.29432 -0.49269
H 1.42932 -1.71235 0.27420
C 2.51824 2.66145 -2.24740
C 1.03242 2.36058 -2.19485
N 0.23656 2.92741 -1.23614
O 0.58392 1.57725 -2.99436
H 2.71945 3.62373 -1.86047
H 2.99816 2.68143 -3.20328
H 3.10784 1.79768 -1.78212
H -0.74795 2.65051 -1.27597
H 0.61363 3.10052 -0.34488
```

- Lowest unoccupied orbital energy: 0.56 eV
- Orbital gap: 0.3305 Eh
- E_HOMO: -8.436 eV



Least stable of them? *w*.



*w*
A cluster of 2 separate species, C9H13NO2 in total, computed with ωB97M-V with the def2-TZVPD basis set.

```
25
C9H13NO2 ωB97M-V with the def2-TZVPD basis set
C 2.06748 -0.65150 -2.54231
C 0.89226 -0.88792 -1.64986
C -0.43553 -0.73830 -2.06993
C -1.49812 -1.02264 -1.24768
C -1.22666 -1.62751 -0.02138
O -2.31826 -1.73817 0.83945
C 0.05101 -1.86858 0.47209
C 1.08119 -1.39663 -0.37297
H 2.93515 -0.11827 -2.15307
H 1.86345 -0.03768 -3.42669
H 2.38854 -1.62628 -2.91611
H -0.61033 -0.42727 -3.09582
H -2.52282 -0.72674 -1.41081
H -2.02973 -2.22755 1.62432
H 0.35678 -2.38148 1.36933
H 2.10124 -1.56169 -0.03386
C 1.66577 2.41697 1.53366
C 0.16152 2.37474 1.43220
N -0.39903 1.14562 1.74077
O -0.51471 3.32319 1.09327
H 2.14776 1.70588 0.86565
H 1.95441 2.10259 2.54249
H 1.96973 3.44799 1.39505
H -1.36033 0.91463 1.56584
H 0.17926 0.57106 2.32887
```

- Lowest unoccupied orbital energy: 0.60 eV
- Orbital gap: 0.3377 Eh
- E_HOMO: -8.587 eV



*x*
The molecule C9H13NO2, computed with ωB97M-V with the def2-TZVPD basis set.

```
25
C9H13NO2 ωB97M-V with the def2-TZVPD basis set
O 2.57689 0.91130 1.12619
C 1.62603 0.91124 0.44760
C 1.33016 2.10892 -0.29799
C -0.04018 2.37085 -0.85620
C -0.46209 1.01274 -1.45612
C -0.52351 0.04412 -0.34652
C -0.76693 -1.46419 -0.87396
C -0.48511 -2.45196 0.26209
C -0.73221 -1.83922 1.53819
C 0.33433 -0.72426 1.73453
O 0.79816 -0.39525 2.82306
N 0.66349 -0.06627 0.52842
H 1.50448 2.81255 0.43583
H 2.23340 2.24883 -0.86566
H 0.05744 3.20582 -1.51459
H -0.85047 2.63185 -0.21735
H 0.38114 0.67062 -2.21076
H -1.44794 1.02179 -1.96369
H -1.40418 0.36572 0.29914
H -0.19354 -1.75308 -1.81117
H -1.91815 -1.44109 -1.14129
H 0.57948 -2.73360 0.13823
H -1.10422 -3.40722 0.10799
H -0.38918 -2.59462 2.36371
H -1.76730 -1.44558 1.75032
```

- Lowest unoccupied orbital energy: 0.74 eV
- Orbital gap: 0.3706 Eh
- E_HOMO: -9.344 eV



Least stable of them? *x*.



*w*
A structure of composition C7H10O2, computed with ωB97M-V with the def2-TZVPD basis set.

```
19
C7H10O2 ωB97M-V with the def2-TZVPD basis set
C -1.17593 1.80387 0.16183
C 1.25239 0.78254 -0.21923
C 2.02409 -0.26278 0.52354
C 0.93805 -0.73082 -0.47164
C -0.29849 -1.33890 0.32111
C -1.64714 -1.02424 -0.29224
C -1.24192 0.29843 0.06690
H -1.46348 2.12732 -0.87586
H -1.62307 2.40923 1.03377
H 1.91968 1.17855 -1.07166
H 2.99576 -0.38949 -0.03764
H 2.31781 -0.47834 1.65524
H 1.35967 -1.49260 -1.27335
H -0.17127 -2.30057 0.90986
H -2.44981 -1.46274 0.34721
H -1.95536 -1.23287 -1.45061
H -0.60661 0.48903 -0.84663
O 0.36883 1.86786 0.22894
O -0.54319 -0.24350 1.29046
```

- Lowest unoccupied orbital energy: 0.94 eV
- Orbital gap: 0.3694 Eh
- E_HOMO: -9.115 eV



*x*
The molecule C7H10O2, computed with ωB97M-V with the def2-TZVPD basis set.

```
19
C7H10O2 ωB97M-V with the def2-TZVPD basis set
C -0.96089 0.68769 2.15343
C 0.18333 0.59683 -2.71270
C 0.35294 -1.45282 0.44914
C 0.21458 0.16944 -1.30489
C -0.25501 1.19278 -0.29714
C 0.54784 -1.09421 -0.86722
C 0.79924 -2.07367 1.50414
O -0.79974 0.13676 0.86564
O -1.01949 2.13686 -0.58595
H 0.74625 1.48443 0.16341
H 0.74090 -1.88818 -1.58090
H -1.45797 1.65716 2.06544
H 0.01137 0.80783 2.65127
H -1.58780 0.01619 2.74394
H -0.82031 0.98938 -2.92017
H 0.44805 -0.19289 -3.41347
H 0.84296 1.46070 -2.84104
H 1.81582 -2.44822 1.53070
H 0.19795 -2.18608 2.39637
```

- Lowest unoccupied orbital energy: -0.96 eV
- Orbital gap: 0.2662 Eh
- E_HOMO: -8.202 eV



Least stable of them? *w*.